Formula: C4H6O2Yb
Source: OMol25
Level of theory: ωB97M-V/def2-TZVPD

The HOMO energy (alpha / beta) comes out at -10.9 / -11.7 eV. The calculation puts the LUMO energy (alpha / beta) at -4.885 / -4.886 eV. For the maximum force, the calculation gives 1.225 eV Å⁻¹. The value obtained for the relative energy (zero: lowest compared OMol25 entry of this formula, charge and spin) is 264.7 kJ/mol.

Geometry as ORCA input:
```
! wB97M-V def2-TZVPD RIJCOSX def2/J DEFGRID3
* xyz 1 2
O 0.0802 -2.9120 -2.1361
C -0.1215 -1.6867 -2.4030
H 0.1785 -3.4989 -2.9087
H -0.1564 -1.4865 -3.4899
C -0.5735 0.2010 1.8819
C 0.3086 1.3159 2.0448
C 0.0851 2.6280 1.3954
O 0.7816 1.7510 0.5247
Yb -0.3294 0.0113 -0.5172
H 1.1057 1.2978 2.7998
H -0.8146 -0.4353 2.7381
H 0.7250 3.4495 1.7370
H -0.9456 2.9044 1.1459
*
```

Formula: C54H119AsF6N2P3
Source: OMol25
Level of theory: ωB97M-V/def2-TZVPD

The HOMO energy comes out at -15.5 eV. The calculation puts the LUMO energy at -5.467 eV. For the maximum force, the calculation gives 2.526 eV Å⁻¹.

Geometry as ORCA input:
```
! wB97M-V def2-TZVPD RIJCOSX def2/J DEFGRID3
* xyz 3 1
As 1.1239 1.3311 0.6491
F 1.0345 -0.4180 0.5314
F 2.8518 1.1867 0.2478
F 1.3138 3.0978 0.6855
F -0.5329 1.5423 1.1882
F 1.7007 1.2700 2.3035
F 0.6995 1.4868 -1.0488
C -3.9871 1.6636 1.4026
C -3.4941 3.1050 1.1983
N -3.4662 3.5400 -0.1880
C -2.6822 3.0057 -1.1775
C -3.1443 3.5167 -2.3571
N -4.2958 4.2003 -2.0943
C -4.3884 4.3279 -0.7488
C -5.1872 4.8505 -3.0392
H -4.6363 1.3457 0.5817
H -4.4889 1.4499 2.3412
H -3.1017 1.0280 1.3338
H -2.4511 3.1349 1.5161
H -4.0782 3.7919 1.8067
H -1.8400 2.3666 -0.9576
H -2.8154 3.2588 -3.3500
H -5.2021 4.8517 -0.2760
H -4.5485 5.2449 -3.8318
H -5.7601 5.6264 -2.5459
H -5.8044 4.1226 -3.5652
C 5.3229 10.2829 4.7740
C 5.8615 9.5467 3.5250
C 5.4811 8.0499 3.5083
C 4.5749 7.7056 2.2967
P 4.1074 5.9627 2.2455
C 2.9521 5.5244 0.9763
C 3.4331 5.7123 -0.4781
C 2.7377 4.7104 -1.4103
C 2.9890 4.8118 -2.8904
C 5.5876 4.9030 2.2919
C 5.4874 3.3734 2.1959
C 5.2978 2.8032 0.7948
C 6.6147 2.7711 0.0040
C 3.1480 5.6908 3.8494
C 2.1728 4.4685 3.7823
C 2.0246 3.7978 5.1192
C 1.1662 2.5535 5.0681
H 5.7857 9.9196 5.6894
H 4.2583 10.0431 4.8685
H 5.4111 11.3614 4.6784
H 6.9436 9.5555 3.6713
H 5.5939 10.0051 2.5762
H 4.9856 7.8976 4.4721
H 6.3201 7.3559 3.5502
H 5.0284 7.9617 1.3326
H 3.6740 8.3249 2.2634
H 2.0540 6.0905 1.2441
H 2.6822 4.4755 1.1341
H 4.4867 5.4088 -0.4872
H 3.4013 6.7553 -0.7895
H 1.6541 4.6207 -1.2467
H 2.9922 3.6982 -1.0747
H 2.2693 4.1769 -3.4064
H 3.9976 4.4105 -3.0325
H 2.9372 5.7974 -3.3510
H 6.0625 5.1882 3.2338
H 6.2146 5.3667 1.5193
H 4.6007 3.1101 2.7799
H 6.3853 2.9080 2.5980
H 4.5794 3.3685 0.1892
H 4.8594 1.8148 0.6313
H 7.2768 1.9756 0.3520
H 7.1862 3.6983 0.1039
H 6.4454 2.6160 -1.0616
H 2.5710 6.5872 4.0576
H 3.9459 5.4399 4.5494
H 2.4853 3.6992 3.0728
H 1.2809 4.9428 3.3647
H 1.7584 4.3990 5.9901
H 3.0227 3.4296 5.3965
H 0.7462 2.4123 6.0683
H 1.6242 1.6235 4.7432
H 0.2614 2.6666 4.4607
C -7.5609 -2.1916 3.2528
C -7.0600 -3.1958 2.1904
C -6.5749 -2.5903 0.8896
C -6.3318 -3.6608 -0.1893
P -6.5084 -3.1183 -1.9149
C -5.4163 -1.7161 -2.3765
C -3.9194 -2.0491 -2.1393
C -3.0431 -0.8233 -2.2866
C -1.6140 -1.1273 -1.7389
C -6.1926 -4.6342 -2.8825
C -6.2491 -4.5675 -4.4076
C -5.0148 -4.0066 -5.1055
C -3.7523 -4.8404 -4.9879
C -8.2272 -2.5203 -2.1300
C -8.7617 -2.0832 -3.5238
C -10.2703 -1.9853 -3.5697
C -10.9336 -3.3520 -3.4670
H -6.8889 -1.3359 3.3811
H -7.6457 -2.6384 4.2395
H -8.4892 -1.6988 2.9612
H -7.9277 -3.8132 1.9378
H -6.3779 -3.9235 2.6329
H -5.7563 -1.8663 0.9451
H -7.3625 -1.9075 0.5427
H -7.1142 -4.4281 -0.2268
H -5.3828 -4.1881 -0.0854
H -5.7597 -0.9337 -1.6962
H -5.6333 -1.5516 -3.4310
H -3.6611 -2.7756 -2.9105
H -3.7481 -2.4257 -1.1288
H -3.4407 0.0674 -1.7958
H -2.7845 -0.5302 -3.3096
H -1.0273 -0.2277 -1.9101
H -1.1769 -2.0323 -2.1571
H -1.7376 -1.3178 -0.6685
H -7.0223 -5.2542 -2.5246
H -5.2657 -5.1097 -2.5628
H -7.1496 -4.2011 -4.8955
H -6.2363 -5.6305 -4.6792
H -4.7707 -2.9848 -4.7932
H -5.2262 -3.8615 -6.1673
H -2.8864 -4.1752 -5.0694
H -3.5566 -5.5514 -5.7923
H -3.6148 -5.3963 -4.0572
H -8.2956 -1.6058 -1.5251
H -8.9632 -3.1252 -1.5952
H -8.3481 -2.7667 -4.2690
H -8.3190 -1.1495 -3.8863
H -10.6533 -1.5112 -4.4766
H -10.7068 -1.3334 -2.8062
H -12.0163 -3.3206 -3.6094
H -10.9702 -3.7318 -2.4367
H -10.4580 -4.1116 -4.0850
C 6.4837 -0.4772 0.7677
C 5.1722 -0.7510 1.5122
C 4.1177 -1.6170 0.8334
C 4.6295 -3.0486 0.6751
P 3.3718 -4.2121 -0.0017
C 4.2464 -5.6996 -0.6010
C 4.8231 -6.6327 0.4809
C 5.7524 -7.6710 -0.1217
C 6.3255 -8.6429 0.9153
C 2.3563 -4.8840 1.3218
C 1.4137 -3.9180 2.1017
C 0.5310 -4.6178 3.1162
C -0.8972 -4.0888 3.1799
C 2.3362 -3.4780 -1.3146
C 3.1819 -2.9071 -2.4607
C 2.3325 -2.3589 -3.6243
C 3.1913 -2.1021 -4.8821
H 7.1530 -1.3391 0.9096
H 7.1612 0.2583 1.2021
H 6.3623 -0.3868 -0.3115
H 4.7122 0.1949 1.8065
H 5.4290 -1.2056 2.4745
H 3.9181 -1.3271 -0.1994
H 3.1981 -1.5695 1.4138
H 4.9498 -3.6067 1.5577
H 5.3768 -3.0903 -0.1221
H 4.9349 -5.4432 -1.4056
H 3.4133 -6.2522 -1.0563
H 4.0228 -7.0742 1.0712
H 5.3775 -6.0057 1.1930
H 6.5409 -7.3531 -0.8039
H 5.0956 -8.2407 -0.7961
H 6.8755 -9.4284 0.4023
H 5.5739 -9.1426 1.5285
H 6.9366 -8.0537 1.6013
H 3.0524 -5.2262 2.0905
H 1.8138 -5.7276 0.8925
H 0.8178 -3.3291 1.3916
H 1.9663 -3.0900 2.5530
H 0.9149 -4.3995 4.1158
H 0.4525 -5.7016 3.0100
H -1.3895 -4.4594 4.0822
H -1.4973 -4.3206 2.3012
H -0.8753 -3.0197 3.4176
H 1.8368 -2.7315 -0.6848
H 1.6351 -4.1977 -1.7343
H 3.7541 -3.7382 -2.8880
H 3.9847 -2.2376 -2.1480
H 1.7495 -1.4559 -3.4141
H 1.4596 -3.0001 -3.7942
H 3.0770 -2.8675 -5.6506
H 4.2497 -2.0261 -4.6425
H 2.8427 -1.1900 -5.3647
*
```